[1]
Below is C13H27N2O2 in the gas phase, with properties calculated with the ωB97M-V functional and the def2-TZVPD basis.

XYZ file:
```
44
Properties=species:S:1:pos:R:3:forces:R:3:mulliken_spin:R:1
C 3.6281 -1.6689 -0.5092 -0.077 -0.077 -0.033 0.000
C 2.9324 -1.6004 -1.8673 -0.006 -0.002 0.085 0.000
C 2.5891 -0.1689 -2.3306 -0.045 -0.017 -0.064 0.000
C 1.0923 0.1393 -2.5321 -0.086 -0.054 0.048 0.001
N 0.4958 1.1059 -1.6023 0.061 -0.095 0.128 0.000
C 0.3546 0.7874 -0.1803 -0.003 -0.054 -0.163 -0.022
O 1.6286 0.9263 0.4437 -0.060 0.171 0.195 0.000
C -0.0879 -0.6416 0.1713 0.058 -0.032 -0.049 0.015
C -1.5979 -0.8533 0.3102 -0.123 0.214 -0.051 -0.025
C -2.3865 -0.5825 -0.9768 -0.029 -0.098 0.021 0.030
C -1.8535 -2.2930 0.7244 0.030 -0.090 -0.015 0.014
N -2.0925 0.0633 1.3903 0.442 -0.110 0.284 0.409
O -2.6612 -0.4548 2.4062 -0.194 0.087 -0.137 0.531
C -1.3846 1.3494 1.6637 -0.054 -0.059 -0.128 -0.001
C -2.4515 2.3877 1.9918 -0.019 0.080 0.009 0.019
C -0.4461 1.1795 2.8707 0.019 0.004 0.017 0.019
C -0.6510 1.7900 0.3967 -0.102 0.008 -0.007 0.020
H 3.9367 -2.6914 -0.2830 0.027 0.018 -0.004 0.000
H 4.5173 -1.0357 -0.4968 0.001 -0.011 0.011 0.000
H 2.9683 -1.3337 0.2897 0.007 0.097 0.012 0.000
H 3.5739 -2.0802 -2.6096 -0.012 0.016 -0.023 0.000
H 2.0233 -2.2095 -1.8334 0.002 0.012 -0.021 -0.001
H 3.0856 0.0104 -3.2862 0.024 0.024 0.030 0.000
H 3.0025 0.5515 -1.6284 0.006 0.049 0.022 0.000
H 0.9577 0.5876 -3.5172 -0.022 0.015 0.002 0.000
H 0.5290 -0.8053 -2.5583 0.034 -0.016 0.015 -0.001
H -0.4026 1.3848 -1.9709 0.076 0.069 -0.023 0.001
H 1.8777 1.8607 0.3908 -0.005 -0.226 -0.171 0.000
H 0.3620 -0.8857 1.1328 0.053 -0.035 -0.007 0.001
H 0.3077 -1.3662 -0.5410 0.022 0.045 -0.077 -0.002
H -2.2209 0.4077 -1.3928 0.000 0.032 0.008 -0.003
H -2.1204 -1.3233 -1.7338 0.041 0.056 -0.022 0.003
H -3.4529 -0.6822 -0.7704 0.002 -0.011 0.004 -0.008
H -2.9102 -2.4637 0.9177 0.019 -0.004 0.040 -0.003
H -1.5369 -2.9462 -0.0911 0.017 0.008 0.015 0.000
H -1.2864 -2.5523 1.6173 -0.068 0.001 0.041 0.008
H -3.0009 2.0857 2.8815 -0.029 -0.015 -0.026 -0.003
H -1.9800 3.3543 2.1806 -0.003 -0.007 0.030 -0.001
H -3.1527 2.4993 1.1631 0.002 0.007 0.005 -0.002
H -0.9837 1.3765 3.7966 -0.022 -0.031 -0.005 -0.004
H -0.0463 0.1704 2.9391 0.060 0.017 -0.055 0.001
H 0.3935 1.8707 2.7958 -0.027 0.020 0.038 0.002
H -1.4037 2.0120 -0.3615 -0.043 0.042 0.017 0.004
H -0.1458 2.7385 0.5988 0.027 -0.047 0.003 -0.002
```
Positions in Å, forces in eV/Å.

## Properties
- E_HOMO (alpha / beta): -7.936 / -9.192 eV
- Energy: -771.46331 Eh
- LUMO energy (alpha / beta): 0.70 / 0.68 eV
- Largest force on an atom: 0.54 eV/Å
- Spin multiplicity: 2
- Energy above the lowest of the compared OMol25 structures with the same formula, charge and spin: 0.0 kJ/mol

***

[2]
Below is a molecular structure, BrFHOP at a distorted geometry, with properties calculated with the ωB97M-V functional and the def2-TZVPD basis.

XYZ file:
```
5
Properties=species:S:1:pos:R:3:forces:R:3:nbo_charge:R:1
O -0.7553 -0.1034 0.3492 -2.733 0.020 0.065 -0.990
F -0.4418 2.2655 -0.1693 -0.719 -0.570 0.657 -0.577
P -1.5945 1.2251 0.2214 0.451 0.189 -3.173 1.606
Br -2.1791 0.8373 -2.7173 0.290 0.279 2.208 -0.561
H 0.1445 -0.0402 0.5413 2.711 0.082 0.244 0.524
```
Positions in Å, forces in eV/Å.

## Properties
- E_HOMO (alpha / beta): -9.278 / -9.278 eV
- Energy: -3091.09542 Eh
- LUMO energy (alpha / beta): -1.91 / -1.91 eV
- Largest force on an atom: 3.21 eV/Å
- Energy above the lowest of the compared OMol25 structures with the same formula, charge and spin: 147.2 kJ/mol

***

[3]
Below is 2 unconnected molecules or ions with the total composition HINO2S at a distorted geometry, with properties calculated with the ωB97M-V functional and the def2-TZVPD basis.

XYZ file:
```
6
Properties=species:S:1:pos:R:3:forces:R:3:nbo_charge:R:1
N 0.9931 -1.0303 0.5890 -0.792 -2.478 -0.943 -0.510
O 0.3293 -0.3482 1.6814 -0.861 0.568 -0.524 -0.561
O -1.3136 -0.3879 -0.3636 -0.132 0.431 0.207 -0.882
S -0.1105 0.2400 0.1261 0.427 -1.553 0.747 1.608
I -0.3219 3.5459 -2.4608 0.033 -0.125 0.105 -0.993
H 0.4236 -2.0195 0.4278 1.325 3.156 0.408 0.339
```
Positions in Å, forces in eV/Å.

## Properties
- E_HOMO: -3.484 eV
- Energy: -901.69458 Eh
- LUMO energy: 2.94 eV
- Largest force on an atom: 3.45 eV/Å
- Charge: -1
- Energy above the lowest of the compared OMol25 structures with the same formula, charge and spin: 141.5 kJ/mol

***

[4]
Below is 9 unconnected molecules or ions with the total composition C27H54Cl6O15 at a distorted geometry, with properties calculated with the ωB97M-V functional and the def2-TZVPD basis.

XYZ file:
```
102
Properties=species:S:1:pos:R:3:forces:R:3:lowdin_charge:R:1
C -12.4540 -0.4393 5.9820 0.617 0.258 0.002 -0.054
C -12.1576 -0.9836 4.5990 -0.397 0.000 0.107 -0.203
O -10.8419 -1.5389 4.6899 0.088 0.195 0.584 0.027
C -10.3045 -2.1643 3.6630 0.219 -0.523 0.218 -0.651
O -10.8229 -2.4407 2.6209 -0.576 0.114 -0.767 0.129
O -9.0708 -2.5115 4.0098 0.394 0.372 0.636 -0.011
C -8.1892 -2.9011 2.9749 0.205 0.571 -0.661 -0.044
H -13.2758 0.2693 6.0026 -0.242 -0.061 -0.192 0.071
H -11.5574 0.1068 6.2885 -0.140 -0.008 0.202 0.084
H -12.6374 -1.2338 6.7023 -0.008 -0.052 -0.029 0.081
H -12.1486 -0.1888 3.8502 -0.079 -0.119 -0.047 0.133
H -12.8828 -1.7522 4.3299 0.075 -0.040 -0.268 0.107
H -8.5460 -3.7885 2.4620 0.157 -0.185 0.069 0.096
H -7.2058 -2.9956 3.4224 -0.101 -0.489 0.206 0.094
H -8.0744 -2.0914 2.2446 -0.316 -0.116 -0.020 0.101
C -17.0874 -6.0822 5.2264 0.722 -1.492 0.115 -0.078
C -17.3143 -4.8435 6.0283 -0.212 -0.349 0.065 -0.190
O -17.5996 -3.7263 5.1864 -0.759 -0.028 0.222 0.037
C -16.5837 -3.1325 4.6073 0.246 0.450 0.864 -0.622
O -15.4367 -3.4870 4.6432 0.560 -0.044 -0.380 0.127
O -17.0584 -1.9987 4.1091 -1.019 0.206 -0.102 -0.018
C -16.2159 -1.0985 3.4555 1.625 -0.126 -1.078 -0.037
H -16.0888 -6.1919 4.8065 0.105 0.481 -0.068 0.035
H -17.7977 -6.2564 4.4237 -0.297 0.357 0.102 0.031
H -17.1894 -6.9549 5.8843 -0.121 0.133 0.032 0.066
H -16.4970 -4.6044 6.7087 0.210 -0.004 -0.175 0.123
H -18.2009 -4.9906 6.6416 -0.178 0.309 -0.103 0.124
H -15.7824 -0.3424 4.0997 -0.318 0.173 0.392 0.086
H -16.7342 -0.6338 2.6228 -0.363 0.081 0.243 0.095
H -15.3762 -1.6373 3.0161 0.041 -0.027 -0.010 0.079
C -18.0277 -1.0870 7.5694 -0.965 0.414 0.325 -0.049
C -17.2859 0.0655 6.9142 -0.054 -1.384 0.441 -0.203
O -18.2127 1.1233 6.6543 0.173 0.034 0.418 0.040
C -17.7533 2.1105 5.8852 -0.545 0.111 0.323 -0.624
O -16.9581 2.0125 5.0037 0.992 -0.289 -0.716 0.136
O -18.3490 3.2411 6.2350 -0.401 -0.144 0.697 0.016
C -17.8712 4.4067 5.5996 0.227 0.503 -0.578 -0.048
H -18.2523 -0.8538 8.6136 0.183 -0.052 0.004 0.080
H -17.4688 -2.0177 7.5281 0.119 0.014 -0.074 0.073
H -19.0103 -1.2290 7.1134 0.201 -0.180 -0.284 0.078
H -16.8220 -0.3172 6.0094 0.051 0.468 -0.170 0.091
H -16.5345 0.3587 7.6519 0.174 0.570 -0.446 0.133
H -18.2188 4.4471 4.5675 -0.002 0.028 -0.008 0.100
H -16.7828 4.4475 5.5969 -0.001 -0.123 0.035 0.098
H -18.2544 5.2556 6.1539 -0.160 -0.041 0.075 0.095
C -17.8321 -9.5171 3.8788 0.004 0.076 -0.845 -0.059
C -19.2584 -9.0911 4.1470 -0.091 -0.369 -0.224 -0.212
O -19.3653 -8.3562 5.3814 -0.360 0.341 -0.637 -0.025
C -19.7660 -9.0273 6.4613 0.978 0.341 0.670 -0.566
C -19.9120 -8.1398 7.6683 -0.172 0.028 -0.127 0.003
O -19.8871 -10.2150 6.5073 -0.442 -0.851 -0.161 0.106
H -17.4232 -10.1607 4.6526 0.001 0.108 0.162 0.082
H -17.1880 -8.6597 3.6713 0.043 0.024 0.420 0.065
H -17.8163 -10.0776 2.9360 -0.096 -0.110 0.172 0.083
H -19.6367 -8.4445 3.3541 0.188 0.263 0.174 0.109
H -19.9177 -9.9612 4.1523 0.069 0.048 0.359 0.119
H -20.9806 -8.0649 7.8730 0.052 0.194 0.131 0.094
H -19.4614 -7.1607 7.5346 -0.181 0.081 -0.167 0.068
H -19.4249 -8.6149 8.5122 -0.134 -0.185 0.070 0.047
C -14.9052 -3.9134 1.2267 0.084 0.560 0.112 -0.051
C -16.3280 -3.4822 0.9451 0.571 -0.996 -0.214 -0.242
O -16.3374 -2.1362 0.4602 0.845 -0.252 0.274 -0.001
C -17.5193 -1.6595 0.1160 0.441 0.925 -0.556 -0.585
C -17.4086 -0.2701 -0.4306 0.064 0.287 0.056 0.030
O -18.5352 -2.2735 0.2014 -1.351 -0.830 0.237 0.104
H -14.4102 -3.2330 1.9201 0.068 -0.037 0.012 0.060
H -14.3405 -3.9301 0.2959 0.122 -0.089 0.043 0.084
H -14.9101 -4.9025 1.6823 -0.007 -0.071 -0.072 0.083
H -16.6787 -4.1558 0.1589 -0.524 0.228 0.109 0.125
H -16.9574 -3.5964 1.8231 -0.181 0.238 -0.061 0.067
H -16.7517 0.3309 0.1976 0.001 0.027 -0.038 0.085
H -18.3934 0.1797 -0.4874 -0.062 0.015 -0.004 0.089
H -16.9715 -0.3010 -1.4285 0.021 -0.052 -0.002 0.094
C -19.9315 -0.4765 4.0995 0.457 0.410 -0.070 -0.042
C -20.2228 -1.6392 3.1971 0.632 -1.006 -0.733 -0.202
O -21.6452 -1.7812 2.9903 0.175 0.476 0.074 0.000
C -22.2671 -2.8539 3.4683 -0.570 -0.408 0.115 -0.563
C -23.7523 -2.7635 3.2293 0.238 -0.013 -0.325 0.024
O -21.7312 -3.8128 3.9601 0.351 -0.094 0.167 0.084
H -20.1420 0.4897 3.6362 -0.494 -0.102 0.029 0.087
H -18.8649 -0.4099 4.3168 -0.005 -0.345 0.067 0.055
H -20.4569 -0.5834 5.0467 -0.085 0.128 0.006 0.087
H -19.7814 -1.5885 2.1964 -0.173 0.657 0.046 0.107
H -19.7864 -2.5832 3.5403 -0.401 0.146 0.580 0.106
H -24.2733 -3.6117 3.6547 0.101 -0.102 0.141 0.084
H -23.8633 -2.7974 2.1421 -0.279 0.204 0.066 0.093
H -24.1588 -1.8346 3.6200 -0.008 0.088 -0.136 0.087
Cl -14.8206 -6.3781 9.2266 0.140 0.028 0.050 0.526
C -15.0775 -7.8745 8.3529 -0.469 -0.446 -0.478 -1.016
Cl -16.6603 -8.6091 8.7242 0.152 0.060 0.034 0.538
H -15.0884 -7.6819 7.2866 0.086 0.227 -0.007 -0.001
H -14.3282 -8.6236 8.5701 0.182 0.182 0.299 0.028
Cl -18.9250 -5.4356 2.0955 -0.002 -0.071 0.089 0.612
C -20.4165 -4.9926 1.2704 -0.277 0.271 -0.143 -1.009
Cl -20.6199 -5.8740 -0.2526 -0.046 -0.065 0.061 0.520
H -21.2474 -5.1943 1.9343 0.022 -0.226 -0.002 0.015
H -20.3997 -3.9370 1.0249 0.280 0.045 0.017 0.009
Cl -13.2856 -6.5594 4.5834 -0.102 -0.056 -0.237 0.531
C -12.2405 -5.1433 4.4278 -0.138 0.323 0.011 -1.018
Cl -10.9657 -5.2137 5.6606 -0.054 0.266 -0.291 0.532
H -11.8202 -5.0799 3.4298 0.255 -0.400 0.065 0.031
H -12.8492 -4.2513 4.5480 -0.049 -0.092 0.408 0.005
```
Positions in Å, forces in eV/Å.

## Properties
- E_HOMO: -10.193 eV
- Energy: -4950.99628 Eh
- LUMO energy: 0.48 eV
- Largest force on an atom: 1.95 eV/Å
- SMILES: CCOC(=O)OC.CCOC(=O)OC.CCOC(=O)OC.CCOC(C)=O.CCOC(C)=O.CCOC(C)=O.ClCCl.ClCCl.ClCCl